Here is C10H10N2S as an isolated structure at a distorted geometry from the Open Molecules 2025 dataset. Energies are from ωB97M-V/def2-TZVPD.

F_max ... 4.5 eV/A
ΔE to the lowest compared entry with this formula, charge and spin ... 4.094 eV
Frontier orbital gap ... 0.3256 Eh
LUMO energy ... 0.6 eV
Molar mass ... 190.3 g/mol

```
23
Properties=species:S:1:pos:R:3:forces:R:3:lowdin_charge:R:1
S -0.456 -2.041 -2.305 1.517 3.715 1.975 1.1366
N -1.962 -0.865 -1.876 0.029 -0.874 -0.869 -0.0210
N 0.625 -0.728 -2.444 -1.705 -2.160 -0.761 -0.2512
C -1.362 0.171 -1.521 -0.324 0.181 1.013 -0.4389
C 0.830 -2.967 1.514 -0.344 -2.622 2.175 -0.0923
C -2.018 1.489 -1.149 0.339 -1.361 0.085 -0.0143
C -0.056 -2.130 -0.483 -0.453 1.429 -1.371 -0.3535
C 1.033 1.368 -1.199 -1.804 -0.896 -2.882 -0.0199
C 0.177 0.055 -1.320 1.639 0.661 0.579 -0.5617
C 0.936 -0.608 1.176 -1.032 -1.427 -2.118 0.0016
C 1.157 -1.715 1.962 0.772 -0.453 0.688 -0.1043
C 0.122 -3.142 0.345 0.297 -2.904 0.804 -0.1123
C 0.339 -0.880 -0.095 0.643 2.199 0.599 -0.1588
H -1.894 1.570 -0.017 0.258 0.639 -1.585 0.1158
H 1.681 -1.616 2.904 -0.009 0.069 0.008 0.1067
H -1.389 2.109 -1.848 -1.149 0.588 1.301 0.0997
H 1.127 1.663 -2.293 0.242 -0.030 1.308 0.1028
H 1.016 -3.937 2.151 -0.240 2.226 -1.184 0.1463
H 0.498 2.168 -0.711 0.171 0.114 0.540 0.0601
H -0.182 -4.136 0.104 -0.158 -0.580 -0.291 0.1068
H 1.381 0.281 1.539 -0.178 1.237 -0.287 0.1000
H -3.109 1.466 -1.356 0.874 0.204 -0.162 0.0854
H 1.997 1.131 -0.814 0.617 0.046 0.437 0.0664
```
Forces are in eV/Å.

***

Here is C44H34N11RuS2Si as an isolated structure from the Open Molecules 2025 dataset. Energies are from ωB97M-V/def2-TZVPD.

F_max ... 1.0 eV/A
ΔE to the lowest compared entry with this formula, charge and spin ... 0.229 eV
Frontier orbital gap (spin up / spin down) ... 0.1930 / 0.1635 Eh
Multiplicity ... 6
LUMO energy (spin up / spin down) ... -0.9 / -2.2 eV
⟨S²⟩ ... 8.8027
Molar mass ... 910.1 g/mol

```
93
Properties=species:S:1:pos:R:3:forces:R:3:lowdin_charge:R:1
Ru -0.976 0.572 0.049 0.284 -0.712 -0.580 1.3431
S 0.285 -0.960 -1.764 -0.216 -0.064 0.415 0.6139
S 1.755 1.995 -2.538 0.093 0.450 -0.202 0.6046
Si 1.408 -4.086 -1.263 0.069 0.129 -0.010 0.4880
N 1.602 -0.265 0.377 0.061 -0.113 0.137 -0.0061
N 3.624 2.456 -0.585 -0.024 0.028 0.075 -0.1182
N -3.216 0.292 -2.488 0.030 -0.106 0.033 0.2093
N -0.664 3.853 -0.793 0.097 -0.013 -0.005 0.1991
N -2.079 -2.403 1.302 -0.026 0.007 -0.101 0.2042
N 0.272 1.244 3.132 0.092 0.047 -0.040 0.2000
N -0.285 2.226 0.969 -0.062 0.175 0.137 0.0094
N 3.917 0.629 -1.684 0.032 -0.063 0.031 0.0673
N -1.757 1.797 -1.341 0.058 0.050 -0.012 -0.0263
N -2.388 -0.802 -0.491 -0.457 0.234 0.271 -0.0386
N -0.965 -0.364 1.853 0.069 0.064 -0.030 -0.0099
C -0.301 -3.498 3.631 -0.001 -0.041 0.037 0.0011
C -3.329 -0.574 -1.451 0.181 -0.077 -0.223 -0.2479
C -0.153 0.048 2.884 -0.058 -0.090 -0.019 -0.2933
C -1.219 -1.712 1.972 -0.142 0.138 0.201 -0.2691
C -4.059 -2.323 -0.188 -0.016 -0.027 0.070 -0.1104
C 2.457 -0.437 1.389 -0.009 0.134 -0.016 -0.1769
C -2.186 3.270 -5.698 0.003 -0.010 0.032 -0.0638
C -0.446 -2.224 3.123 -0.074 -0.005 -0.092 -0.0997
C -1.216 3.029 -1.625 -0.210 0.019 -0.010 -0.3203
C 3.094 1.710 -1.593 0.015 -0.159 -0.047 -0.8252
C 1.851 -2.609 -0.180 -0.045 0.012 0.036 -0.2569
C -1.433 4.326 -5.190 0.008 -0.010 0.035 -0.0616
C 4.745 1.829 -0.059 -0.039 0.011 -0.010 -0.0715
C 0.076 2.284 2.289 0.048 -0.045 -0.031 -0.2449
C 1.326 -1.316 -0.420 0.214 0.080 -0.056 -0.7672
C -2.215 2.264 -3.556 -0.021 -0.101 0.026 -0.0976
C -0.008 4.422 1.512 -0.002 0.030 -0.077 -0.1302
C -2.785 -1.847 0.283 0.128 -0.093 0.000 -0.2538
C 0.953 -1.266 4.841 0.037 -0.015 0.048 -0.0050
C 4.925 0.685 -0.741 -0.017 0.023 -0.053 -0.0878
C 0.099 5.809 1.527 0.030 0.028 0.004 -0.0092
C -4.410 -1.510 -1.275 -0.072 0.109 0.022 -0.1094
C 0.278 3.661 2.652 -0.035 -0.033 0.099 -0.1262
C -6.142 -3.448 -0.356 0.036 -0.009 -0.035 -0.0765
C -2.433 1.317 -2.445 -0.092 0.214 0.099 -0.2777
C 0.486 6.410 2.710 -0.043 -0.027 0.001 -0.0753
C 2.714 -2.740 0.899 -0.014 0.025 0.047 -0.0827
C 2.251 -3.838 -2.913 -0.058 -0.061 -0.112 -0.1818
C 0.490 -3.646 4.767 -0.014 0.025 -0.033 -0.0645
C -5.642 -1.647 -1.906 0.035 -0.033 -0.046 -0.0083
C -2.589 2.217 -4.882 -0.045 0.020 -0.042 0.0018
C -6.501 -2.622 -1.433 0.013 -0.009 0.026 -0.0762
C -4.921 -3.312 0.277 0.014 -0.036 -0.035 -0.0080
C 3.080 3.718 -0.133 -0.031 0.004 0.006 -0.0252
C -1.473 3.323 -3.048 0.107 -0.034 0.044 -0.1270
C -1.063 4.367 -3.849 -0.009 0.052 -0.022 -0.0025
C 0.660 4.270 3.845 0.008 0.021 0.009 -0.0110
C 0.759 5.648 3.859 0.001 -0.025 -0.026 -0.0772
C -0.373 3.491 0.472 0.115 0.016 -0.004 -0.2660
C 0.173 -1.130 3.711 0.011 0.055 -0.013 -0.1127
C 3.051 -1.644 1.689 0.000 -0.062 -0.029 -0.0736
C 1.104 -2.546 5.365 -0.012 0.014 -0.027 -0.0665
C 2.155 -5.606 -0.455 0.049 -0.045 0.041 -0.1903
C -0.437 -4.331 -1.408 -0.091 0.009 -0.002 -0.1846
H 3.323 -3.694 -2.762 0.015 0.000 -0.017 0.0295
H 0.569 7.488 2.759 0.030 0.008 0.005 0.1009
H 3.835 4.502 -0.202 0.005 -0.006 0.002 0.0952
H 2.118 -4.703 -3.568 0.001 -0.001 -0.004 0.0308
H -7.472 -2.747 -1.893 -0.003 -0.014 -0.010 0.1010
H 2.733 3.640 0.899 -0.005 -0.013 0.003 0.0885
H 3.720 -0.123 -2.322 -0.032 0.012 0.006 0.1438
H -0.109 6.387 0.637 -0.025 0.006 -0.001 0.1149
H 3.121 -3.715 1.144 0.045 0.006 -0.015 0.0926
H 2.239 3.966 -0.778 0.006 -0.013 0.005 0.0497
H 3.731 -1.729 2.525 0.008 -0.006 0.002 0.1012
H 1.052 6.153 4.771 0.001 0.017 0.001 0.1007
H 1.812 -6.501 -0.978 0.013 -0.013 -0.009 0.0303
H -6.838 -4.204 -0.015 -0.016 0.002 -0.002 0.1008
H -3.163 1.384 -5.267 -0.005 0.001 -0.008 0.1173
H 1.851 -2.962 -3.426 0.010 0.013 0.007 0.0106
H 0.626 -4.629 5.199 0.020 -0.007 -0.003 0.1037
H 1.864 -5.705 0.593 -0.033 -0.011 0.001 0.0292
H 1.708 -2.693 6.250 0.008 -0.010 0.005 0.1033
H -2.451 3.264 -6.747 0.000 0.003 -0.010 0.1038
H -1.121 5.123 -5.853 -0.006 -0.002 -0.013 0.1044
H -0.938 -3.954 -0.513 -0.016 -0.035 -0.003 0.0104
H -5.915 -1.000 -2.729 0.000 -0.014 -0.023 0.1138
H -0.680 -5.391 -1.511 0.010 -0.026 -0.010 0.0291
H -0.460 5.170 -3.447 -0.008 0.010 0.005 0.1187
H -4.639 -3.945 1.107 -0.007 0.014 0.022 0.1133
H 5.307 2.255 0.752 0.012 0.021 0.014 0.1184
H -0.784 -4.342 3.157 -0.012 -0.007 0.016 0.1179
H 0.865 3.677 4.726 0.016 -0.007 0.004 0.1121
H -0.845 -3.794 -2.264 -0.002 0.007 0.021 0.0175
H 2.664 0.447 1.985 -0.042 -0.018 0.025 0.1073
H 5.674 -0.078 -0.647 0.001 -0.031 0.021 0.1137
H 3.246 -5.595 -0.504 0.010 -0.003 0.022 0.0315
H 1.430 -0.407 5.292 -0.002 0.012 0.005 0.1167
```
Forces are in eV/Å.